(1)
A molecular structure, C36H52N12O12P. Source: OMol25; level of theory: the ωB97M-V functional and the def2-TZVPD basis.

Each line ends with the Löwdin charge.
Atoms and positions in Å:
P  0.0041  0.1415  -0.0132  0.19
O  -0.2029  -1.0865  -0.7152  -0.24
O  0.4741  1.2905  -1.0892  -0.34
O  1.1231  0.0135  1.0008  -0.29
O  -1.2449  0.6315  0.6468  -0.24
N  -3.6789  0.4875  0.3748  -0.03
C  -4.4799  1.5705  0.6358  -0.11
C  -5.9189  1.1535  0.1758  -0.08
C  -5.7849  -0.2455  -0.3392  -0.09
C  -4.3559  -0.5825  -0.1762  -0.14
H  -2.5149  0.5625  0.5068  0.05
H  -4.0879  2.4375  1.0858  0.05
H  -6.7409  1.7625  0.1438  0.00
H  -6.5759  -0.8935  -0.7492  0.06
H  -3.7729  -1.3525  -0.3592  0.01
N  2.1251  1.4595  -2.8602  -0.05
C  3.3041  0.7225  -2.7632  -0.08
C  3.9051  0.9215  -4.1442  -0.08
C  3.0551  1.9505  -4.8142  -0.11
C  1.9201  2.2995  -3.9722  -0.09
H  1.3881  1.4015  -2.0352  0.01
H  3.3081  0.2545  -1.7742  0.08
H  4.6241  0.2065  -4.4992  0.04
H  3.3061  2.4155  -5.6672  0.01
H  1.1271  2.8505  -4.1052  0.02
N  1.5111  -1.7095  2.7598  -0.02
C  1.9691  -1.4755  4.0438  -0.15
C  1.7451  -2.8205  4.7728  -0.09
C  1.2191  -3.8075  3.7648  -0.11
C  1.1541  -3.0395  2.5518  -0.17
H  1.2781  -0.9275  2.0108  0.05
H  2.3281  -0.4825  4.3428  0.08
H  1.9911  -2.9495  5.8908  0.06
H  0.8621  -4.7635  3.9818  0.04
H  0.8451  -3.4835  1.5388  0.11
N  -0.4499  3.5175  -0.8822  -0.02
C  -1.3289  3.9415  0.0858  -0.16
C  -1.3499  5.4095  0.1298  -0.11
C  -0.4449  5.9535  -0.9932  -0.09
C  -0.0019  4.7045  -1.6242  -0.11
H  0.1831  2.5895  -1.0182  0.03
H  -1.7289  3.2565  0.7338  0.05
H  -1.9419  6.1365  0.8058  0.08
H  -0.2269  6.9735  -1.0892  0.03
H  0.6671  4.6825  -2.4612  0.06
N  -1.8999  -2.7475  -1.4002  -0.07
C  -2.8939  -2.5695  -2.2732  -0.15
C  -3.6579  -3.8665  -2.3012  -0.09
C  -3.0839  -4.7375  -1.1992  -0.07
C  -1.8679  -3.9315  -0.8012  -0.19
H  -1.1719  -2.0705  -0.9102  0.07
H  -2.7589  -1.5275  -2.7632  0.12
H  -4.5699  -4.2215  -2.9002  0.07
H  -3.2089  -5.7585  -1.0312  0.02
H  -1.0589  -4.1865  -0.0012  0.12
N  -1.4839  1.3545  2.9348  0.02
C  -2.5369  1.9535  3.6528  -0.11
C  -2.0819  2.1755  5.0608  -0.10
C  -0.6709  1.5705  5.2268  -0.07
C  -0.4369  0.9895  3.8548  -0.12
H  -1.4209  0.9985  1.9238  0.00
H  -3.3679  2.3715  3.2948  0.02
H  -2.6789  2.5685  5.8528  0.03
H  -0.0599  1.5705  6.2148  0.08
H  0.5211  0.6865  3.4768  0.05
N  1.4181  -2.8895  -0.9202  -0.03
C  2.7351  -2.6495  -0.5572  -0.10
C  3.6631  -3.8485  -0.9132  -0.02
C  2.6731  -4.8105  -1.6682  -0.08
C  1.3011  -4.0995  -1.7002  -0.13
H  0.6311  -2.1555  -0.8322  0.01
H  2.9341  -1.5945  -0.2322  0.09
H  4.5351  -3.9625  -0.7842  -0.09
H  3.0211  -5.8215  -2.1252  0.07
H  0.3881  -4.4795  -2.2892  0.10
N  3.5041  0.6295  1.2928  -0.05
C  4.2871  0.0115  2.3028  -0.14
C  5.6551  0.7725  2.2128  -0.12
C  5.5341  1.7815  1.0538  -0.10
C  4.2141  1.5395  0.4518  -0.13
H  2.4501  0.2695  1.0498  0.04
H  4.1021  -1.0255  2.8398  0.11
H  6.6871  0.4925  2.9718  0.11
H  6.3011  2.3645  0.8548  -0.01
H  3.7421  2.0445  -0.3352  0.06
C  -2.1229  1.5635  -2.5142  0.03
N  -2.7229  1.5345  -3.8432  -0.42
O  -2.8839  0.5075  -4.4492  0.06
O  -3.4099  2.5665  -4.0952  0.00
H  -2.0929  0.6225  -2.1012  0.03
H  -2.6839  2.1675  -1.8142  0.09
H  -0.9709  1.8335  -2.8592  0.16
C  0.6461  -1.5535  -3.8872  0.09
N  0.4061  -2.1675  -5.2172  -0.31
O  0.0091  -1.4425  -6.1382  0.04
O  0.5861  -3.4175  -5.4952  -0.01
H  -0.0589  -1.5345  -3.1882  0.05
H  0.9021  -0.6105  -4.0182  0.05
H  1.3561  -1.9565  -3.4462  0.01
C  1.4811  2.9895  1.6058  0.03
N  1.3801  4.4705  1.8958  -0.39
O  0.6541  4.7495  2.8578  0.02
O  2.1521  5.2945  1.3968  0.02
H  1.6531  2.8545  0.5158  0.09
H  0.6851  2.3665  1.7338  0.01
H  2.2741  2.7005  2.3438  0.13
C  -2.1189  -2.1425  2.1538  0.07
N  -2.1859  -3.3085  3.1268  -0.39
O  -2.7679  -3.1845  4.2188  0.02
O  -1.9679  -4.4035  2.6008  0.01
H  -3.0779  -1.9225  1.7978  0.07
H  -1.2779  -2.4975  1.5528  0.06
H  -1.8179  -1.3525  2.8368  0.09

Output
Lowest unoccupied orbital energy, hartree: 0.219
Kohn-Sham gap, eV: 7.22
Energy above the lowest of the compared OMol25 structures with the same formula, charge and spin, kJ/mol: 110.47
Total charge: -3


(2)
A molecular structure, C36H53BMnN8S3Se. Source: OMol25; level of theory: the ωB97M-V functional and the def2-TZVPD basis.

Each line ends with the Löwdin charge.
Atoms and positions in Å:
Mn  -0.3808  -0.1271  -0.4846  0.20
C  0.4527  3.2352  3.1204  -0.06
C  -0.8793  2.9447  3.8095  -0.54
C  -1.9949  3.8785  3.3313  -0.05
C  -0.7097  3.1275  5.3162  -0.06
N  -1.2760  1.5300  3.5358  0.02
C  -1.3879  0.5407  4.5017  -0.03
C  -1.7734  -0.5892  3.8872  -0.05
N  -1.8966  -0.3193  2.5382  0.01
B  -2.3520  -1.3771  1.5306  -0.59
N  -3.5099  -0.7849  0.6362  0.04
C  -4.6868  -0.4889  1.2888  -0.05
C  -5.4855  0.1849  0.4485  -0.04
N  -4.8045  0.3177  -0.7515  0.01
C  -3.5828  -0.2852  -0.6202  -0.64
S  -2.4260  -0.3739  -1.9031  0.70
C  -5.3281  1.0901  -1.9189  -0.55
C  -4.4148  2.2908  -2.1797  -0.04
C  -5.4535  0.1773  -3.1423  -0.05
C  -6.7221  1.6180  -1.5794  -0.06
N  -1.2637  -1.9407  0.5719  -0.03
C  -1.6588  -3.0553  -0.1705  -0.09
C  -0.5664  -3.7236  -0.5591  -0.04
N  0.5550  -3.0563  -0.0749  0.00
C  0.1302  -1.9371  0.6041  -0.67
S  1.0006  -0.6502  1.3125  0.83
C  1.9185  -3.6532  -0.2401  -0.53
C  3.0178  -2.9054  0.5146  -0.07
C  1.8614  -5.0918  0.2911  -0.03
C  2.2529  -3.6423  -1.7335  -0.02
C  -1.5806  0.9817  2.3283  -0.66
S  -1.5642  1.7032  0.7869  0.73
H  0.7359  4.2741  3.3045  0.10
H  0.4030  3.0762  2.0463  0.02
H  1.2463  2.5925  3.5042  0.07
H  -1.7358  4.9049  3.5971  0.09
H  -2.9408  3.6256  3.8174  0.09
H  -2.1244  3.8227  2.2537  0.03
H  -0.4597  4.1721  5.4983  0.09
H  0.1108  2.5223  5.7058  0.09
H  -1.6266  2.9027  5.8656  0.09
H  -1.1755  0.7221  5.5374  0.11
H  -1.9591  -1.5723  4.2844  0.12
H  -2.8150  -2.2826  2.1715  0.13
H  -4.8459  -0.7872  2.3117  0.13
H  -6.4725  0.5745  0.6035  0.11
H  -3.4131  1.9760  -2.4627  0.03
H  -4.3438  2.9085  -1.2820  0.09
H  -4.8429  2.8917  -2.9857  0.09
H  -4.4831  -0.1603  -3.4934  0.03
H  -5.9479  0.7257  -3.9471  0.09
H  -6.0642  -0.6953  -2.8998  0.09
H  -6.7029  2.3016  -0.7294  0.09
H  -7.4290  0.8106  -1.3820  0.09
H  -7.0874  2.1736  -2.4423  0.09
H  -2.6994  -3.2578  -0.3554  0.13
H  -0.4858  -4.6148  -1.1550  0.12
H  2.8341  -2.8889  1.5906  0.09
H  3.1569  -1.8788  0.1797  0.05
H  3.9577  -3.4362  0.3427  0.09
H  1.5229  -5.0977  1.3287  0.10
H  2.8626  -5.5227  0.2541  0.09
H  1.2007  -5.7340  -0.2933  0.07
H  2.3664  -2.6124  -2.0804  0.08
H  1.4836  -4.1381  -2.3294  0.08
H  3.2002  -4.1566  -1.9011  0.09
C  1.1754  0.7798  -1.5014  -0.21
H  1.4788  1.7320  -1.0814  -0.01
H  2.0147  0.1079  -1.6618  0.05
C  7.0359  -2.6569  0.5109  -0.07
C  6.0925  -1.4856  0.6009  -0.32
C  5.8127  -0.6905  -0.5026  -0.05
C  4.9706  0.4182  -0.4262  -0.32
C  4.7522  1.2361  -1.6700  -0.11
C  4.3552  0.7587  0.8011  -0.61
Se  3.2296  2.2856  0.9396  0.53
C  4.6208  -0.0608  1.9203  -0.33
C  4.0118  0.2075  3.2712  -0.11
C  5.4818  -1.1476  1.7996  -0.06
H  7.2507  -2.9107  -0.5288  0.07
H  6.6207  -3.5457  0.9947  0.07
H  7.9904  -2.4427  1.0006  0.07
H  6.2795  -0.9253  -1.4574  0.10
H  5.5291  1.0282  -2.4108  0.07
H  4.7445  2.2989  -1.4298  0.04
H  3.7794  1.0243  -2.1269  0.04
H  3.1602  0.8802  3.1835  -0.01
H  4.7398  0.6870  3.9336  0.08
H  3.6942  -0.7272  3.7448  0.07
H  5.6706  -1.7574  2.6822  0.12
N  -1.5517  1.5535  -6.3358  0.13
C  -0.7925  1.4022  -5.2107  -0.31
C  -0.7382  2.3979  -4.2346  0.01
C  -0.0452  2.1828  -3.0747  -0.03
N  0.5991  1.0263  -2.8331  -0.13
C  0.6133  0.0840  -3.7907  -0.05
C  -0.0733  0.2317  -4.9664  0.01
H  -1.8722  2.4727  -6.5824  0.10
H  -1.4106  0.9214  -7.1035  0.10
H  -1.2535  3.3397  -4.3738  0.12
H  -0.0024  2.9128  -2.2792  0.15
H  1.1731  -0.8106  -3.5611  0.13
H  -0.0538  -0.5692  -5.6941  0.12

Output
Lowest unoccupied orbital energy (alpha / beta), hartree: -0.004 / 0.003
Kohn-Sham gap (alpha / beta), eV: 4.88 / 5.07
Energy above the lowest of the compared OMol25 structures with the same formula, charge and spin, kJ/mol: 0.00
Total charge: 0
Multiplicity: 4
Expectation value of S²: 3.874


(3)
A molecular structure, C36H53BrCoGeN4O3Si3. Source: OMol25; level of theory: the ωB97M-V functional and the def2-TZVPD basis.

Each line ends with the Löwdin charge.
Atoms and positions in Å:
Co  0.4048  1.1578  -1.5144  0.42
C  2.6304  -1.2705  5.5956  -0.06
O  1.9931  -0.4892  4.5999  -0.13
C  1.4876  0.7335  4.9596  -0.21
C  1.3459  1.1961  6.2594  0.00
C  0.8167  2.4565  6.4950  -0.06
C  0.4281  3.2646  5.4424  -0.07
C  0.5759  2.8203  4.1382  -0.02
C  1.0927  1.5571  3.8885  -0.16
N  1.3559  1.0579  2.6003  0.16
C  0.7057  1.2455  1.4259  -0.35
N  -0.5425  1.7449  1.5011  0.16
C  -1.3567  2.3141  0.5091  -0.19
C  -1.1267  2.1980  -0.8598  -0.23
C  -1.9938  2.8658  -1.7289  -0.15
C  -3.0613  3.6003  -1.2506  -0.08
C  -3.3262  3.6596  0.1106  -0.01
C  -2.4704  3.0363  1.0020  -0.22
O  -2.5914  3.0532  2.3631  -0.11
C  -3.7301  3.6594  2.9436  -0.05
N  1.2710  0.8423  0.3018  0.04
C  2.6803  0.6393  0.3883  -0.24
C  3.4579  1.7869  0.6125  -0.06
C  4.8279  1.7339  0.7387  -0.07
C  5.4706  0.5061  0.6546  -0.06
C  4.7268  -0.6352  0.4514  0.01
C  3.3359  -0.5998  0.3282  -0.21
O  2.7636  -1.8406  0.2413  -0.07
C  1.5342  -1.9979  -0.4012  -0.16
H  3.0987  -2.1019  5.0709  0.10
H  1.9087  -1.6600  6.3180  0.10
H  3.4010  -0.6972  6.1144  0.11
H  1.6514  0.5853  7.0921  0.11
H  0.7309  2.8096  7.5097  0.12
H  0.0253  4.2473  5.6281  0.11
H  0.3338  3.4795  3.3181  0.12
H  2.1631  0.4451  2.5721  0.15
H  -0.8645  1.9769  2.4356  0.11
H  -1.8133  2.8353  -2.7951  0.09
H  -3.7006  4.1355  -1.9341  0.11
H  -4.1883  4.2009  0.4622  0.11
H  -4.6448  3.1455  2.6345  0.10
H  -3.8022  4.7212  2.6914  0.10
H  -3.5949  3.5537  4.0194  0.10
H  2.9363  2.7311  0.7072  0.13
H  5.3889  2.6390  0.9118  0.12
H  6.5433  0.4390  0.7431  0.12
H  5.2026  -1.6011  0.3995  0.13
H  1.4238  -3.0665  -0.5796  0.10
H  1.5222  -1.4710  -1.3626  0.02
H  0.6895  -1.6503  0.2128  0.02
C  -2.1624  -3.8370  1.0747  -0.15
Si  -1.2050  -2.5320  2.0636  0.97
C  0.4594  -3.0081  2.8190  -0.15
C  -2.2072  -1.2046  2.9635  -0.14
Ge  -1.0171  -0.6341  -2.1899  0.78
Si  -3.5396  -0.5725  -2.6710  0.40
C  -4.0911  -0.0133  -0.9220  -0.22
C  -4.1481  -2.3699  -2.9083  -0.23
C  -4.2097  0.5228  -4.0852  -0.20
Si  -0.2240  -2.4980  -4.0704  0.54
C  -0.9717  -4.1473  -3.4729  -0.20
C  -0.7663  -1.9918  -5.8312  -0.19
C  1.6795  -2.6510  -3.9130  -0.20
H  -2.4259  -4.6725  1.7210  0.05
H  -1.5816  -4.2463  0.2526  0.03
H  -3.0890  -3.4413  0.6658  0.03
H  0.3170  -3.7240  3.6272  0.06
H  0.9669  -2.1418  3.2388  0.02
H  1.1281  -3.4707  2.0972  0.04
H  -2.6070  -1.6010  3.8951  0.06
H  -3.0488  -0.8490  2.3770  0.03
H  -1.5912  -0.3475  3.2174  0.02
H  -4.0454  -0.8493  -0.2297  0.00
H  -5.1168  0.3439  -0.9459  0.04
H  -3.4691  0.7880  -0.5348  -0.02
H  -3.6614  -3.0653  -2.2313  0.00
H  -4.0019  -2.7239  -3.9216  0.02
H  -5.2142  -2.4117  -2.7077  0.03
H  -4.0170  1.5780  -3.9203  0.01
H  -5.2885  0.3907  -4.1459  0.04
H  -3.7964  0.2551  -5.0540  0.02
H  -2.0443  -4.1954  -3.6057  0.01
H  -0.7451  -4.3310  -2.4266  0.01
H  -0.5371  -4.9576  -4.0500  0.04
H  -1.8412  -2.0673  -5.9620  0.03
H  -0.3053  -2.6627  -6.5527  0.04
H  -0.4669  -0.9797  -6.0892  0.02
H  1.9534  -3.3719  -3.1494  0.03
H  2.1806  -1.7161  -3.6853  -0.01
H  2.0840  -3.0157  -4.8525  0.04
Br  5.8791  0.1786  -4.6739  0.83
C  4.2112  0.8214  -4.0464  -0.64
C  4.1458  1.6536  -2.9325  -0.07
C  2.9094  2.0013  -2.4371  -0.10
N  1.7559  1.4974  -2.9176  -0.04
C  1.8287  0.7918  -4.0590  -0.14
C  3.0155  0.4524  -4.6671  -0.10
H  5.0442  2.0145  -2.4588  0.12
H  2.8420  2.6818  -1.6013  0.11
H  0.8860  0.4628  -4.4810  0.09
H  3.0330  -0.1257  -5.5749  0.12

Output
Lowest unoccupied orbital energy (alpha / beta), hartree: -0.260 / -0.267
Kohn-Sham gap (alpha / beta), eV: 4.43 / 5.14
Total charge: +2
Multiplicity: 6
Expectation value of S²: 8.766


Number 1: largest force on an atom 19.23 eV Å⁻¹. Number 2: largest force on an atom 1.44 eV Å⁻¹. Number 3: largest force on an atom 2.13 eV Å⁻¹.